This record from OMol25 describes a molecular structure, C18H37F6HgN5O9. The level of theory is wB97M-V/def2-TZVPD.

- Energy above the lowest of the compared OMol25 structures with the same formula, charge and spin: 259.7 kcal/mol
- Electronic energy: -2411.28383 Ha
- LUMO level: -5.9 eV
- HOMO energy: -0.284 Ha

Last column: Mulliken charge in e.
CARTESIAN COORDINATES (ANGSTROEM)
Hg -0.6832 0.7406 -0.4146  0.491
C 2.4252 3.8232 3.9707  0.045
O 3.4201 4.5826 3.3770  -0.318
O 1.7596 3.1183 2.9615  -0.495
C 2.9253 3.0131 5.1981  0.842
F 3.5744 1.9405 4.8873  -0.210
F 3.6297 3.8228 5.9858  -0.262
F 1.8988 2.7286 6.0174  -0.276
C 4.5154 3.9708 2.7882  -0.165
C 5.7959 4.8753 2.9409  -1.134
H 5.8394 5.3656 3.9134  0.307
H 6.6796 4.3016 2.6615  0.357
H 5.7699 5.6736 2.1992  0.293
H 4.2988 3.7938 1.7347  0.316
H 4.8145 3.0037 3.1927  0.238
H 1.7582 4.6119 4.3188  0.239
C -2.2189 -3.7557 -3.5612  -0.060
O -1.7808 -4.4311 -2.3716  -0.268
O -2.0102 -2.3935 -3.1202  -0.482
C -1.5215 -4.1791 -4.8617  0.853
F -0.4095 -3.4523 -5.1809  -0.246
F -1.2360 -5.4745 -4.7373  -0.262
F -2.3406 -4.2200 -5.9245  -0.282
C -2.2157 -5.8066 -1.9485  -0.297
C -1.7146 -6.4121 -0.6529  -1.039
H -0.7038 -6.8110 -0.7381  0.247
H -1.8318 -5.5566 0.0122  0.277
H -2.3666 -7.2472 -0.3969  0.347
H -1.8310 -6.5371 -2.6602  0.275
H -3.2887 -5.8798 -2.1254  0.382
H -3.2320 -4.1516 -3.6314  0.280
O -0.3908 4.8724 -2.2845  -0.594
C 0.0224 5.9983 -2.1269  0.580
N 0.4852 6.4245 -0.9193  -0.334
C 0.0522 7.0971 -3.2700  -0.815
H 0.4000 5.9659 -0.0235  0.216
H 0.6905 7.4115 -0.8579  0.178
H -0.9036 7.3980 -3.6989  0.262
H 0.6779 6.6708 -4.0541  0.225
H 0.4863 7.9891 -2.8184  0.283
O 3.3243 0.5405 -2.9000  -0.600
C 4.2952 0.0408 -3.3910  0.583
N 4.3657 -0.4341 -4.6172  -0.367
C 5.6020 -0.0031 -2.6675  -0.773
H 5.1814 -0.8743 -5.0183  0.173
H 3.5320 -0.5749 -5.1697  0.236
H 6.1720 -0.6592 -3.3253  0.272
H 5.4231 -0.4369 -1.6837  0.238
H 6.0635 0.9820 -2.7358  0.237
O 2.0547 -2.8828 0.7042  -0.695
C 2.5209 -3.9974 0.4010  0.682
N 2.5896 -4.2557 -0.8530  -0.356
C 2.8815 -5.0276 1.4344  -0.934
H 2.2226 -3.5642 -1.4912  0.243
H 2.6680 -5.2114 -1.1700  0.206
H 3.3085 -5.9291 0.9951  0.333
H 2.0148 -5.2856 2.0429  0.256
H 3.5919 -4.5665 2.1207  0.269
O -5.2047 2.8008 -0.1017  -0.597
C -6.3200 2.3424 0.0095  0.593
N -6.7241 1.3563 -0.7517  -0.425
C -7.4424 3.0187 0.8550  -0.905
H -7.5825 1.4992 -1.2643  0.236
H -5.9593 0.9377 -1.2615  0.259
H -8.4452 3.0825 0.4326  0.326
H -7.1788 4.0522 1.0796  0.274
H -7.5183 2.4683 1.7928  0.238
O -3.3782 -1.5662 2.2793  -0.640
C -3.7798 -2.1605 3.2921  0.606
N -3.0255 -2.1742 4.3894  -0.359
C -5.0652 -2.9019 3.2927  -0.823
H -2.2008 -1.5957 4.4618  0.234
H -3.1456 -2.8447 5.1350  0.182
H -5.0811 -3.6554 4.0801  0.329
H -5.2423 -3.3129 2.2989  0.249
H -5.7574 -2.0924 3.5244  0.223

Force components x, y, z for each atom (eV/Å):
Hg 0.026 -0.125 -0.026
C -0.704 -0.694 -3.843
O 0.416 1.091 1.375
O 0.591 0.130 2.507
C -1.888 1.794 0.733
F 0.828 -1.204 -0.068
F 1.635 0.396 -0.221
F -0.894 -1.057 -0.488
C 2.230 0.034 -0.630
C -1.257 -0.067 -1.015
H 0.186 -0.449 0.103
H 0.067 -0.110 0.503
H -0.200 0.189 0.009
H 0.087 0.035 -0.151
H -0.554 -0.132 0.394
H -0.643 -0.045 0.659
C 0.323 1.940 3.116
O 1.559 -1.599 1.164
O -1.078 -2.766 -1.826
C 0.621 -0.098 -0.187
F -1.142 -0.959 0.327
F 1.383 -0.769 0.409
F -0.335 1.420 -0.177
C -0.061 -0.528 -3.150
C -0.498 1.888 -0.061
H 0.036 0.469 0.119
H 0.470 -0.576 1.044
H -0.142 0.230 0.114
H 0.090 0.399 -0.824
H -0.277 0.303 0.671
H -0.839 0.865 -0.595
O 0.030 -0.088 -0.427
C -1.032 0.176 -0.385
N 0.447 1.629 0.055
C 0.530 -0.834 1.375
H -0.166 -0.543 -0.561
H 0.055 -0.252 0.157
H -0.163 -0.555 0.309
H 0.040 0.304 -0.028
H 0.268 0.095 -0.464
O -1.746 0.375 0.416
C 0.953 0.975 1.564
N -0.415 -1.422 -3.095
C 0.211 -0.666 -1.019
H -0.114 0.192 0.462
H -0.103 0.350 0.248
H 0.814 -0.186 0.800
H 0.435 0.413 0.014
H -0.078 -0.037 0.636
O 0.851 -0.909 0.803
C -2.118 3.024 3.401
N 0.712 -2.186 -4.006
C 0.322 0.008 0.050
H -0.032 -0.097 0.123
H 0.164 0.253 -0.160
H 0.041 -0.011 0.101
H -0.111 0.061 -0.238
H 0.107 -0.095 -0.085
O 0.663 -0.073 1.182
C -0.738 3.810 0.485
N -0.898 -2.761 -1.571
C 0.810 0.058 0.272
H -0.049 -0.404 0.297
H -0.171 0.023 -0.346
H 0.129 -0.532 -0.428
H 0.350 -0.173 0.043
H -0.062 0.036 0.076
O -0.842 -0.295 1.093
C 1.569 0.571 -2.905
N 0.640 -0.251 1.979
C 0.049 0.206 0.358
H -0.138 -0.107 -0.432
H -0.273 0.240 -0.192
H -0.275 -0.044 -0.115
H -0.105 0.077 0.238
H -0.597 -0.360 -0.065

This record from OMol25 describes a molecular structure, C25H22CoF9N7O2STe4. The level of theory is wB97M-V/def2-TZVPD.

- Energy above the lowest of the compared OMol25 structures with the same formula, charge and spin: 0.0 kcal/mol
- 2S+1: 2
- Expectation value of S²: 0.776
- Electronic energy: -5251.60578 Ha
- LUMO level (alpha / beta): 3.6 / 3.6 eV
- Net charge: -2
- HOMO energy (alpha / beta): -0.028 / -0.026 Ha

Last column: Mulliken charge in e.
CARTESIAN COORDINATES (ANGSTROEM)
Co -0.3783 -2.3116 1.3786  -0.614
C -3.0138 -0.8596 4.2569  -1.831
C -2.3485 -1.3119 2.9927  0.846
N -1.0363 -1.4409 2.9096  1.633
N -0.2664 -1.0394 3.9526  -1.697
C 0.9844 -1.3757 3.8106  0.513
N 1.8868 -1.0819 4.8034  -0.486
S 1.5822 -2.2697 2.4604  -0.447
C -3.0325 -1.6841 1.8063  0.530
C -4.3929 -1.4226 1.5664  -1.240
C -4.9236 -1.6439 0.3222  -0.453
C -4.0966 -2.1646 -0.6777  -1.083
C -2.7948 -2.4757 -0.3605  -0.013
N -2.2517 -2.2679 0.8387  0.707
H -2.3280 -1.0207 5.0856  0.397
H -3.9187 -1.4431 4.4337  0.466
H -3.2864 0.2008 4.2302  0.257
H 1.6114 -0.3583 5.4487  0.237
H 2.8465 -1.0657 4.5054  0.253
H -4.9871 -1.0241 2.3779  0.380
H -5.9622 -1.4240 0.1090  0.404
H -4.4690 -2.3667 -1.6711  0.451
H -2.1547 -2.9304 -1.1074  0.428
Te -0.5542 -4.3158 2.9220  0.484
Te -0.6854 -6.6256 4.4036  -0.482
Te -1.8656 -6.2699 -0.0569  -0.647
Te 0.1986 -4.6028 0.4080  -0.012
C 4.1071 3.5353 -2.4992  -1.376
C 2.6585 3.8139 -2.2080  0.825
C 1.8291 4.4284 -3.1378  -0.851
C 0.4951 4.6741 -2.8589  -0.712
C -0.0536 4.3148 -1.6302  0.405
N -1.3971 4.6433 -1.3765  -0.049
C -2.2297 4.3031 -0.3297  0.235
O -3.1134 5.0663 0.0317  -0.732
N -2.0174 3.0961 0.2841  0.011
C -1.5535 1.8999 -0.3120  -0.369
C -1.6363 1.6681 -1.6840  -0.097
C -1.1584 0.4606 -2.1621  -1.871
C -0.6250 -0.4573 -1.2760  -0.277
N -0.5632 -0.2519 0.0399  0.680
C -1.0217 0.9041 0.4969  -0.687
C 0.7793 3.7172 -0.6835  -0.175
C 2.1043 3.4638 -0.9802  -0.378
H 4.4314 4.0469 -3.4053  0.376
H 4.2710 2.4643 -2.6346  0.228
H 4.7374 3.8604 -1.6703  0.345
H 2.2330 4.7234 -4.0991  0.309
H -0.1298 5.1562 -3.6024  0.345
H -1.7587 5.4199 -1.9060  0.224
H -2.5079 2.9960 1.1592  0.266
H -2.0871 2.3936 -2.3451  0.565
H -1.1939 0.2255 -3.2170  0.516
H -0.2287 -1.3990 -1.6295  0.883
H -0.9776 1.0522 1.5741  0.380
H 0.3953 3.4624 0.2919  0.522
H 2.7273 2.9867 -0.2338  0.245
F 2.7144 -4.2639 -2.3221  -0.238
C 2.6579 -2.9346 -2.5089  0.643
F 3.6901 -2.6113 -3.3268  -0.297
F 1.5371 -2.7022 -3.2142  -0.223
C 2.6155 -2.1970 -1.1276  1.028
O 1.4287 -2.4297 -0.5789  -0.353
C 2.9177 -0.6829 -1.3575  0.323
F 2.2721 -0.1952 -2.4392  -0.315
F 4.2375 -0.4256 -1.5750  -0.360
F 2.5585 0.0646 -0.3126  -0.270
C 3.8238 -2.7770 -0.2893  0.018
F 4.2706 -1.9314 0.6532  -0.254
F 3.4894 -3.9156 0.3133  -0.152
F 4.9078 -3.0707 -1.0599  -0.315

Force components x, y, z for each atom (eV/Å):
Co -0.236 0.914 -0.372
C -0.142 -0.057 -0.157
C 1.070 0.151 1.097
N -0.343 0.375 -0.660
N -0.542 0.471 0.744
C 0.677 -0.813 -0.994
N -0.311 0.261 0.224
S 0.550 1.138 0.073
C -0.261 -0.578 -1.131
C 0.328 0.083 0.494
C 0.147 -0.223 -0.474
C -0.437 0.119 0.255
C 0.270 -0.404 -0.146
N -0.514 0.800 0.568
H -0.021 0.060 -0.028
H -0.053 0.037 0.000
H -0.002 0.011 0.031
H -0.033 -0.011 -0.022
H -0.006 -0.042 -0.008
H -0.056 0.068 -0.051
H -0.026 0.009 0.058
H 0.014 -0.013 -0.024
H 0.077 -0.063 0.143
Te -1.012 -1.712 2.444
Te 0.105 -0.178 -0.156
Te -0.306 -0.015 -0.527
Te 0.020 -0.977 -0.474
C -0.066 -0.101 -0.014
C -0.006 0.054 -0.014
C 0.125 -0.040 0.079
C -0.227 -0.038 0.072
C 0.435 0.035 0.072
N -0.147 0.029 -0.198
C -0.004 0.053 0.188
O 0.018 -0.015 -0.031
N 0.036 0.007 0.082
C -0.052 -0.134 -0.496
C -0.078 -0.262 0.297
C -0.051 0.304 0.026
C 0.105 -0.197 -0.040
N 0.008 0.169 -0.469
C 0.071 0.052 0.234
C -0.125 0.091 0.011
C 0.061 0.033 -0.080
H 0.022 0.007 -0.002
H 0.028 -0.005 0.002
H 0.031 -0.002 -0.023
H -0.006 -0.002 -0.025
H -0.038 -0.013 -0.016
H -0.019 0.048 0.125
H -0.125 0.066 -0.087
H 0.032 0.058 -0.023
H -0.011 0.004 -0.018
H 0.135 -0.063 0.115
H 0.039 -0.033 0.034
H 0.012 -0.021 0.014
H -0.015 -0.045 0.016
F 0.070 0.124 0.009
C -0.105 -0.232 -0.294
F -0.036 0.109 -0.011
F 0.072 0.121 0.046
C -0.374 -0.392 0.086
O 1.159 0.689 -0.552
C 0.273 0.183 -0.052
F -0.094 -0.016 0.088
F -0.074 0.037 -0.095
F -0.087 -0.077 -0.047
C 0.253 -0.342 0.006
F -0.146 0.078 0.043
F -0.086 0.169 0.041
F 0.030 0.100 -0.007

This record from OMol25 describes a molecular structure, C20H44Cl3N5O13S2. The level of theory is wB97M-V/def2-TZVPD.

- Electronic energy: -4217.33999 Ha
- LUMO level: 0.2 eV
- HOMO energy: -0.350 Ha

Last column: Mulliken charge in e.
CARTESIAN COORDINATES (ANGSTROEM)
C 1.7828 1.0642 3.5893  -0.071
C 1.2260 1.7300 4.8718  0.500
O 0.0572 1.9642 5.1274  -0.811
N 2.1648 2.0666 5.7779  -0.195
C 1.8435 2.7651 7.0362  -0.848
H 1.8703 -0.0016 3.8667  0.136
H 2.8022 1.4291 3.4211  0.263
H 1.1202 1.2076 2.7144  -0.281
H 3.1519 1.8656 5.5386  0.250
H 1.1721 2.1520 7.5827  0.287
H 1.3142 3.7236 6.7681  0.244
H 2.7396 2.8344 7.6249  0.364
C 0.4888 4.3622 -1.9169  -0.860
C -0.5397 3.6586 -2.7857  0.766
O -0.7283 3.9318 -3.9332  -0.644
N -1.2807 2.8046 -2.0557  0.474
C -2.5559 2.3543 -2.5934  -0.873
H 1.4375 3.7718 -1.8698  0.092
H 0.0974 4.4741 -0.8685  0.032
H 0.7960 5.3485 -2.2868  0.410
H -1.2549 2.7786 -1.0175  -0.095
H -2.5057 2.4637 -3.6529  0.490
H -3.3802 2.9721 -2.1664  0.335
H -2.6284 1.2924 -2.3999  -0.096
C -0.8910 4.0470 1.6332  -1.382
C -1.6015 2.7161 1.7952  0.663
O -2.0403 2.1155 0.7780  -0.494
N -1.6993 2.1830 3.0228  -0.123
C -2.0511 0.8008 3.1247  -0.837
H 0.1875 3.9069 1.4422  0.231
H -1.0106 4.7051 2.5421  0.436
H -1.3257 4.6123 0.8381  0.469
H -1.1175 2.4701 3.8436  0.300
H -1.2512 0.2054 2.7936  0.103
H -3.0164 0.6101 2.6874  0.359
H -2.0869 0.5595 4.1696  0.436
C -5.0654 -0.8183 -1.8472  -1.350
C -3.7104 -1.2771 -1.4217  0.506
O -3.0778 -2.1614 -2.0751  -0.588
N -3.2089 -0.7409 -0.2334  0.055
C -2.0621 -1.3563 0.3709  0.769
H -5.8053 -1.4086 -1.3387  0.386
H -5.0975 -0.9794 -2.9165  0.323
H -5.2908 0.1973 -1.6573  0.408
H -3.4909 0.1425 0.0653  0.336
H -1.5108 -0.4851 0.8154  -0.351
H -1.5171 -1.9218 -0.3457  -0.925
H -2.3623 -2.0002 1.2294  0.407
C 2.1254 -3.7800 -2.3353  -1.084
C 0.7636 -3.4306 -1.6440  0.607
O 0.8134 -2.8807 -0.5456  -0.578
N -0.3969 -3.7192 -2.2214  0.044
C -0.5477 -4.2342 -3.5605  -1.202
H 2.1049 -3.9378 -3.4120  0.354
H 2.4345 -4.6434 -1.8210  0.400
H 2.8411 -2.9289 -2.2420  0.199
H -1.2141 -3.4577 -1.7651  0.203
H -0.5900 -5.3552 -3.5088  0.302
H 0.2591 -3.9181 -4.1663  0.364
H -1.4893 -3.8316 -3.9363  0.310
C 3.0425 0.5060 -0.0703  0.535
Cl 3.6823 0.5582 -1.7395  -0.130
Cl 1.3620 1.1424 -0.1511  -0.020
Cl 4.0137 1.5414 1.0030  -0.162
H 3.0102 -0.4990 0.2909  -0.282
C 1.9322 -4.0171 2.3147  -0.327
C 1.3467 -2.6053 2.4347  0.031
O 2.4192 -1.6919 2.1367  0.059
S 3.7602 -2.4323 2.7205  1.099
O 3.6956 -2.3377 4.1310  -0.596
O 4.8843 -1.9547 1.9775  -0.572
O 3.3384 -3.9119 2.1972  -0.379
H 1.6535 -4.6355 1.4619  0.261
H 1.6029 -4.5450 3.2003  0.284
H 1.0094 -2.3445 3.4205  0.412
H 0.5171 -2.4218 1.7831  -0.118
C 0.3890 0.8018 -4.2830  0.094
C -0.6006 -0.3472 -3.8806  0.192
O 0.1166 -1.5403 -4.3274  -0.098
S 0.8670 -1.2349 -5.6795  1.129
O -0.0009 -1.0860 -6.7950  -0.586
O 2.0351 -2.0546 -5.7176  -0.572
O 1.2879 0.2206 -5.2652  -0.437
H 0.9752 1.1379 -3.4396  0.028
H -0.1430 1.5506 -4.8622  0.305
H -1.5062 -0.3443 -4.5459  0.175
H -0.8818 -0.4731 -2.8446  -0.250

Force components x, y, z for each atom (eV/Å):
C -0.493 0.016 1.278
C 1.098 0.191 -0.276
O -0.900 -0.014 -0.229
N 1.689 -0.183 -0.105
C -0.508 0.280 -1.772
H -0.116 0.339 -0.470
H -0.410 -0.086 -0.251
H 0.462 -0.101 0.560
H -1.180 0.324 0.412
H -0.839 -0.439 0.566
H 0.840 -0.774 0.657
H 0.367 0.570 0.047
C 1.115 -0.049 0.896
C 0.681 1.250 2.549
O -0.182 0.006 -2.005
N -1.069 -0.816 0.833
C 0.267 0.188 0.686
H -0.743 0.251 0.059
H 0.521 -0.114 -1.054
H -0.433 -0.297 -0.155
H 0.245 0.102 -1.050
H -0.199 0.301 -0.778
H 0.355 -0.750 -0.347
H -0.604 -0.216 0.333
C 0.067 0.509 1.783
C -0.033 -0.407 -1.135
O 0.519 0.708 1.164
N 0.668 0.755 0.286
C -0.705 0.388 1.185
H -0.456 -0.086 0.083
H 0.278 -0.850 -0.705
H -0.271 0.122 -0.727
H -0.461 0.168 -1.119
H 0.768 -1.066 -1.136
H -0.090 -0.350 -0.409
H -0.377 0.016 0.675
C 0.615 -0.535 -0.824
C 2.097 -0.991 0.381
O -1.511 1.881 1.685
N -0.554 -2.781 -2.717
C -0.016 1.600 1.986
H -0.361 -0.441 0.113
H -0.373 -0.143 -0.194
H 0.025 1.190 0.418
H -0.618 1.469 0.557
H 0.162 -1.149 -0.590
H 0.649 -0.164 -0.328
H 0.143 0.162 -0.563
C -1.146 1.984 -0.618
C 1.609 0.695 -0.262
O -0.038 -0.012 0.509
N 1.554 -0.651 -1.267
C -1.071 -1.459 0.799
H -0.320 -0.371 0.089
H 0.903 -1.101 0.514
H -0.636 -0.691 0.564
H -1.576 0.665 0.995
H -0.051 0.886 -0.406
H 0.569 0.152 -0.694
H 0.139 -0.213 -0.227
C -0.285 1.362 -0.854
Cl 0.016 -0.243 0.557
Cl 0.225 -0.344 0.237
Cl -0.086 -0.416 -0.351
H 0.063 -0.446 0.169
C -1.072 -0.739 0.000
C -0.028 0.482 -0.358
O 1.066 -0.877 -0.005
S -0.447 0.564 -2.101
O 0.160 -0.308 0.557
O -0.780 -0.551 0.625
O 1.105 1.495 0.947
H -0.399 0.618 -0.179
H 0.463 -0.381 0.398
H -0.029 -0.355 0.781
H -0.091 0.071 -0.823
C -0.835 -0.824 -0.610
C -0.178 -0.272 -2.323
O -0.401 -0.334 0.494
S 1.095 0.685 0.360
O -0.331 -0.743 0.036
O -0.763 -0.013 -0.231
O 0.518 0.389 0.618
H 0.108 0.327 -0.008
H 0.004 0.534 0.718
H 0.563 0.405 0.914
H 0.272 0.042 0.185

no.,molecular weight (u)
1,782.098
2,1224.880
3,733.087